This record from the Open Molecules 2025 dataset describes C41H48Br30Cl2FN3O6S2 as an isolated structure. The level of theory is wB97M-V/def2-TZVPD.

Computed properties:
HOMO level: -7.889 eV
F_max: 4.334 eV/A
LUMO level: -0.451 eV
2S+1: 1
molecular weight: 3230.008 g mol⁻¹
E_tot: -2210748.1236 eV
Kohn-Sham gap: 7.4380 eV

CARTESIAN COORDINATES (ANGSTROEM)
C: 5.414 3.015 -1.907
O: 4.254 2.162 -2.069
C: 3.563 2.158 -0.808
C: 2.577 3.397 -0.714
C: 1.146 2.901 -0.197
C: 0.496 1.982 -1.289
C: 0.422 2.507 -2.663
C: -0.202 1.671 -3.698
C: -0.242 2.261 -5.170
C: -1.601 3.048 -5.412
C: -1.468 4.616 -5.353
C: -1.254 5.196 -3.893
C: -2.180 4.509 -2.795
C: -1.592 4.963 -1.386
C: -2.221 4.085 -0.241
S: -2.341 4.938 1.395
C: -3.216 3.790 2.504
N: -2.706 3.166 3.614
N: -3.686 2.386 4.104
C: -4.817 2.503 3.369
O: -4.529 3.392 2.364
C: -0.730 0.333 -3.378
C: -0.656 -0.231 -2.001
C: -0.036 0.629 -0.997
S: 0.158 0.062 0.712
C: -0.775 -1.482 0.741
C: -0.958 -2.094 2.075
C: -1.658 -3.366 2.212
F: -1.816 -3.982 3.437
C: -2.159 -4.003 0.987
C: -2.869 -5.409 1.169
O: -2.094 -6.361 0.406
C: -0.770 -6.507 0.965
O: 0.266 -6.134 0.067
C: 1.013 -4.990 0.519
C: 2.545 -5.081 0.089
O: 3.379 -5.651 1.119
C: -2.008 -3.370 -0.331
Cl: -2.729 -4.265 -1.703
C: -1.294 -2.067 -0.498
N: -1.174 -1.578 -1.852
C: -0.286 -2.446 -2.692
C: -0.984 -2.836 -4.063
O: -2.142 -2.687 -4.271
Cl: -0.019 -3.505 -5.463
H: 6.047 2.878 -2.825
H: 5.058 4.073 -1.798
H: 6.047 2.681 -1.036
H: 3.037 1.167 -0.731
H: 4.258 2.213 0.083
H: 2.513 3.979 -1.670
H: 2.976 4.098 0.074
H: 1.277 2.413 0.801
H: 0.538 3.845 -0.074
H: 0.850 3.507 -2.890
H: 0.638 2.960 -5.234
H: -0.096 1.388 -5.866
H: -1.948 2.786 -6.454
H: -2.365 2.619 -4.712
H: -0.548 4.880 -5.955
H: -2.369 5.138 -5.778
H: -0.173 5.238 -3.583
H: -1.594 6.277 -3.933
H: -3.230 4.889 -2.913
H: -2.115 3.391 -2.801
H: -0.481 4.863 -1.472
H: -1.843 6.040 -1.184
H: -1.698 3.095 -0.096
H: -3.274 3.821 -0.555
H: -5.804 2.016 3.495
H: -1.182 -0.219 -4.236
H: -0.579 -1.624 3.015
H: -3.892 -5.355 0.688
H: -2.938 -5.705 2.252
H: -0.686 -6.043 1.987
H: -0.655 -7.623 1.127
H: 0.628 -4.052 0.019
H: 1.018 -4.839 1.629
H: 2.897 -4.009 -0.040
H: 2.682 -5.570 -0.909
H: 3.688 -4.893 1.646
H: 0.674 -1.910 -2.919
H: -0.041 -3.413 -2.170
C: -2.862 -8.373 3.855
Br: -1.516 -7.388 4.834
Br: -3.231 -10.090 4.664
Br: -4.474 -7.331 3.611
H: -2.457 -8.568 2.866
C: 0.861 7.685 0.836
Br: -1.065 7.879 0.852
Br: 1.518 6.923 2.488
Br: 1.471 6.697 -0.711
H: 1.282 8.683 0.755
C: 5.163 5.955 3.571
Br: 6.348 4.998 4.759
Br: 5.692 7.803 3.352
Br: 4.979 5.060 1.865
H: 4.182 5.959 4.036
C: -4.626 3.713 -8.883
Br: -2.761 3.435 -9.318
Br: -5.164 2.678 -7.341
Br: -5.039 5.591 -8.669
H: -5.206 3.354 -9.727
C: 4.350 9.840 -1.779
Br: 2.430 10.064 -1.766
Br: 4.971 9.020 -0.143
Br: 4.952 8.867 -3.339
H: 4.788 10.832 -1.834
C: -0.733 -5.732 8.511
Br: 0.792 -5.565 7.330
Br: -1.169 -7.583 8.859
Br: -0.485 -4.730 10.146
H: -1.582 -5.296 7.995
C: 1.645 -7.688 -3.905
Br: 2.947 -9.070 -3.530
Br: 0.773 -7.069 -2.291
Br: 2.422 -6.226 -4.908
H: 0.881 -8.134 -4.534
C: 4.194 1.778 5.515
Br: 3.170 0.769 6.808
Br: 5.201 0.623 4.334
Br: 3.084 3.016 4.529
H: 4.914 2.370 6.071
C: 4.384 -6.596 8.396
Br: 5.910 -6.429 7.218
Br: 3.947 -8.450 8.746
Br: 4.627 -5.595 10.033
H: 3.534 -6.159 7.879
C: -7.815 -5.741 1.164
Br: -6.261 -5.599 0.020
Br: -8.287 -7.585 1.507
Br: -7.589 -4.739 2.803
H: -8.648 -5.294 0.631

Force components x, y, z for each atom (eV/Å):
C 0.06 -0.43 -0.78
O 1.09 0.42 1.62
C -0.68 0.22 -0.12
C -0.14 -0.70 1.37
C 0.52 0.56 -1.11
C -0.79 -0.51 -1.45
C -1.02 -3.04 1.17
C 0.62 -0.25 1.16
C -0.16 -0.39 1.59
C 0.14 -0.40 -1.05
C 0.61 -0.22 0.75
C -1.13 0.30 -0.21
C 1.33 0.90 0.69
C -0.82 -0.11 -0.06
C -0.80 -1.34 -0.55
S -0.75 -0.79 0.81
C 0.29 -2.04 1.90
N -1.07 1.53 -3.05
N -2.86 -0.70 -0.13
C 4.13 1.18 0.57
O -0.31 0.19 -0.58
C 0.96 1.82 1.36
C 0.31 3.28 -1.85
C -0.21 0.27 -1.19
S -0.48 -0.48 -0.49
C -0.79 -1.18 -0.07
C -0.93 -1.34 -0.93
C 0.63 1.58 -3.11
F 0.28 0.95 -1.65
C -0.10 0.52 1.00
C 0.47 1.35 -1.24
O 0.73 0.34 1.32
C -0.43 -2.11 0.17
O -0.55 0.99 2.13
C 1.62 0.85 -1.09
C -0.44 1.34 0.24
O -0.30 0.41 -0.41
C 0.53 0.74 2.22
Cl 0.67 1.06 1.18
C -1.03 -2.47 1.90
N 2.09 0.43 0.84
C 0.41 -0.98 -0.86
C -0.97 0.50 0.20
O 0.78 0.03 0.25
Cl 0.19 0.34 1.14
H -0.70 0.39 0.76
H 0.65 -0.72 -0.01
H -0.71 0.44 -0.63
H 0.20 1.01 -0.19
H -0.39 -0.16 -1.01
H 0.08 -0.78 0.73
H -0.49 -0.53 -0.86
H -0.24 0.35 -0.88
H 0.39 -1.22 0.12
H -0.45 -1.03 0.09
H -0.81 -0.72 -0.23
H -0.24 1.07 0.47
H 0.25 0.30 1.05
H 0.53 0.62 -0.64
H -1.15 -0.09 0.37
H 0.84 -0.75 0.17
H -1.04 -0.34 -0.30
H 0.55 -1.03 0.09
H 0.86 -0.65 0.08
H -0.27 1.01 -0.25
H -1.07 0.08 0.46
H 0.36 -0.96 -0.35
H -0.32 1.11 -0.22
H 1.05 0.36 0.35
H 1.02 0.61 -0.30
H 0.34 0.31 1.06
H -0.24 -0.19 -1.15
H 1.40 -0.25 0.82
H 0.08 0.53 -1.23
H -0.01 0.01 -1.11
H -0.02 1.10 -0.31
H 0.06 -0.89 0.60
H -0.32 -0.36 -0.88
H -0.56 -1.02 -0.08
H -0.10 0.06 1.17
H -0.14 -0.68 -0.25
H -0.81 -0.61 0.14
H -0.27 0.86 -0.52
C 0.01 -0.04 -0.10
Br -0.15 -0.09 -0.10
Br 0.05 0.27 -0.07
Br -0.02 -0.28 0.23
H -0.07 0.03 0.14
C 0.02 0.15 -0.04
Br 0.50 0.30 -0.01
Br -0.15 0.03 -0.23
Br 0.02 0.13 0.32
H -0.02 -0.16 0.00
C -0.12 -0.05 -0.05
Br -0.05 0.15 -0.16
Br -0.03 -0.25 0.03
Br 0.14 0.16 0.19
H 0.14 -0.02 -0.07
C -0.04 -0.03 -0.02
Br -0.23 0.06 0.07
Br 0.11 0.17 -0.18
Br 0.09 -0.25 0.01
H 0.10 0.06 0.14
C 0.08 -0.01 0.02
Br 0.19 0.12 -0.08
Br -0.11 0.02 -0.14
Br -0.13 0.09 0.22
H -0.08 -0.16 0.01
C -0.13 -0.04 0.11
Br -0.19 -0.02 0.06
Br 0.13 0.27 -0.03
Br 0.02 -0.16 -0.24
H 0.16 -0.06 0.04
C -0.30 -0.07 -0.05
Br -0.13 0.19 -0.02
Br 0.40 -0.25 -0.75
Br -0.02 -0.20 0.17
H 0.19 0.06 0.03
C 0.07 0.03 0.07
Br 0.12 0.13 -0.23
Br -0.17 0.16 0.12
Br -0.02 -0.22 0.08
H -0.11 -0.07 -0.11
C -0.06 0.00 -0.03
Br -0.18 -0.04 0.18
Br 0.07 0.31 -0.05
Br -0.03 -0.16 -0.22
H 0.16 -0.11 0.14
C -0.07 -0.02 -0.07
Br -0.49 -0.06 0.07
Br 0.12 0.26 -0.01
Br 0.05 -0.17 -0.17
H 0.14 -0.06 0.08

This record from the Open Molecules 2025 dataset describes C41H48Cl2GeKN5O2Se as an isolated structure. The level of theory is wB97M-V/def2-TZVPD.

Computed properties:
HOMO level: -0.731 eV
F_max: 3.156 eV/A
total charge: -2
LUMO level: 3.186 eV
2S+1: 1
molecular weight: 904.442 g mol⁻¹
E_tot: -218075.1044 eV
Kohn-Sham gap: 3.9175 eV
energy above the lowest of the compared OMol25 structures with the same formula, charge and spin: 50.77 kJ/mol

CARTESIAN COORDINATES (ANGSTROEM)
K: -2.295 0.660 -0.248
Cl: -8.605 4.438 -1.929
C: -7.522 3.684 -0.802
C: -6.214 3.651 -1.228
C: -5.299 2.823 -0.545
N: -4.060 2.619 -1.092
C: -3.779 2.838 -2.419
O: -4.540 2.906 -3.410
C: -2.254 3.041 -2.704
C: -1.896 3.613 -3.901
C: -0.561 3.918 -4.062
C: 0.376 3.532 -3.093
C: -0.052 2.909 -1.951
N: -1.354 2.680 -1.751
C: -5.628 2.294 0.721
C: -6.965 2.465 1.261
C: -7.891 3.160 0.481
Cl: -9.437 3.318 1.089
N: -4.725 1.515 1.349
C: -5.050 0.853 2.532
O: -5.617 1.290 3.562
C: -4.540 -0.541 2.603
C: -4.963 -1.377 3.616
C: -4.489 -2.699 3.614
C: -3.560 -3.052 2.706
C: -3.125 -2.125 1.723
N: -3.660 -0.973 1.641
H: -5.963 3.953 -2.227
H: -2.634 3.911 -4.599
H: -0.218 4.480 -4.939
H: 1.448 3.665 -3.290
H: 0.617 2.663 -1.121
H: -7.119 2.056 2.245
H: -5.573 -0.954 4.410
H: -4.874 -3.413 4.301
H: -3.204 -4.028 2.657
H: -2.305 -2.453 1.065
C: 6.101 1.937 -1.838
Ge: 5.386 2.431 -3.613
C: 4.672 4.256 -3.412
C: 6.776 2.250 -4.982
C: 3.923 1.225 -4.021
Se: 3.485 -0.078 -2.714
C: 4.056 -1.695 -3.676
H: 7.006 2.547 -1.553
H: 6.236 0.857 -1.861
H: 5.350 2.158 -1.063
H: 5.342 4.900 -2.823
H: 3.705 4.169 -2.911
H: 4.604 4.685 -4.408
H: 7.241 1.302 -4.887
H: 7.523 3.014 -4.739
H: 6.429 2.429 -6.002
H: 3.952 0.777 -5.027
H: 3.035 1.893 -4.028
H: 4.754 -2.303 -3.072
H: 4.546 -1.326 -4.616
H: 3.134 -2.320 -3.864
C: 1.165 -6.152 1.238
C: 0.590 -5.010 0.441
C: 0.108 -5.181 -0.861
C: -0.474 -4.140 -1.540
C: -1.149 -4.212 -2.892
C: -0.522 -2.877 -0.918
C: 0.043 -2.595 0.394
C: 0.577 -3.770 1.020
N: -0.133 -1.376 0.915
C: 0.691 -0.946 2.141
C: 0.161 -1.634 3.424
C: 1.016 -1.196 4.646
C: 0.781 0.314 4.863
C: 1.387 1.053 3.589
C: 2.897 0.704 3.454
C: 3.010 -0.840 3.212
C: 2.532 -1.584 4.416
C: 2.205 -1.191 1.957
C: 0.596 0.528 2.334
H: 2.129 -5.866 1.665
H: 1.190 -6.997 0.546
H: 0.577 -6.478 2.092
H: 0.232 -6.214 -1.276
H: -0.835 -5.147 -3.363
H: -0.858 -3.334 -3.518
H: -2.220 -4.250 -2.737
H: -0.975 -2.023 -1.396
H: 0.919 -3.684 2.043
H: 0.167 -2.731 3.404
H: -0.902 -1.422 3.508
H: 0.683 -1.728 5.510
H: 1.339 0.654 5.712
H: -0.292 0.510 4.907
H: 1.276 2.125 3.688
H: 3.488 0.988 4.360
H: 3.317 1.260 2.574
H: 4.108 -1.043 3.047
H: 3.175 -1.305 5.237
H: 2.621 -2.681 4.334
H: 2.423 -2.250 1.663
H: 2.638 -0.633 1.062
H: 1.049 1.111 1.521
H: -0.451 0.817 2.434

Force components x, y, z for each atom (eV/Å):
K -0.39 -0.19 0.63
Cl -0.87 0.26 0.14
C 0.08 0.10 1.55
C -0.23 -1.86 0.63
C -0.50 1.20 -1.12
N 2.22 0.42 -2.12
C -0.55 -0.54 2.05
O 0.56 0.22 0.13
C -0.83 -1.23 1.76
C 1.13 0.58 0.32
C 0.77 0.04 -0.23
C 0.81 0.35 -1.16
C -1.06 0.04 0.30
N -0.20 0.40 -0.58
C -1.62 0.10 1.18
C 1.65 0.98 -2.17
C 2.15 -0.31 -1.37
Cl -2.29 0.35 0.58
N -0.04 -2.49 1.94
C 0.63 2.50 -1.05
O 0.00 -0.37 -0.91
C 0.94 -1.03 -0.64
C 0.31 0.03 0.15
C -0.76 1.14 0.31
C 0.42 0.74 -1.22
C 0.45 -2.83 0.99
N -0.75 2.68 0.13
H -0.01 0.27 -0.04
H -0.66 0.04 -0.48
H -0.11 -0.35 0.24
H -0.45 0.21 0.21
H -0.09 -0.18 -0.36
H -0.53 0.20 0.01
H -0.11 -0.18 -0.29
H -0.18 -0.45 0.63
H 0.73 -1.59 0.03
H -0.58 0.52 0.01
C 0.24 0.88 0.07
Ge 0.45 0.08 0.82
C 0.60 -0.22 -0.11
C -0.19 1.51 0.21
C -1.02 1.06 -0.98
Se -0.22 -1.16 0.75
C -0.43 -0.39 -0.39
H -0.64 -0.91 -0.44
H 0.44 0.08 0.32
H 0.08 -0.15 -0.32
H -0.23 -0.31 -0.10
H 0.07 0.25 -0.20
H -0.44 0.25 -0.03
H 0.41 -1.02 -0.06
H 0.09 -0.09 -0.20
H -0.04 -0.14 0.14
H 0.11 0.13 0.38
H 0.31 -0.38 -0.20
H -0.26 0.48 -0.34
H -0.52 -0.68 0.81
H 1.13 0.74 -0.08
C -0.16 -0.19 -0.53
C -0.05 0.53 0.08
C 0.61 -2.46 0.06
C -0.56 2.65 0.42
C 0.97 -0.28 0.06
C 0.64 -0.57 0.75
C -0.76 -0.34 -0.44
C 0.04 0.69 0.56
N 1.41 1.14 0.84
C -0.25 -2.09 -1.67
C 0.93 -0.32 0.34
C 0.06 0.17 -0.49
C 1.36 -0.07 -2.04
C -0.48 -1.65 0.67
C -0.37 -0.31 -0.21
C 1.47 1.09 -1.05
C -1.55 0.11 0.16
C 1.11 -1.09 -1.23
C 0.26 2.03 0.74
H 0.20 -0.30 -0.35
H 0.62 -0.24 0.29
H -0.47 0.20 0.06
H -0.38 0.99 -0.01
H -0.12 0.10 -0.36
H -0.38 -0.74 0.40
H -0.30 0.13 -0.22
H -0.14 0.06 -0.37
H 0.14 -0.14 -0.16
H 0.27 0.25 -0.38
H -0.12 0.52 0.30
H -0.39 -0.44 0.78
H -0.03 0.33 0.88
H 0.09 0.11 0.34
H -0.22 0.33 -0.03
H -0.48 -0.06 -0.52
H -0.22 -0.49 0.67
H -0.89 -0.04 -0.03
H -0.01 0.21 0.73
H -0.11 0.29 -0.29
H -0.32 0.65 0.46
H -0.87 -0.24 1.01
H -0.38 -0.46 -0.47
H -0.14 0.17 -0.02